DFT (ωB97M-V/def2-TZVPD) results for C21H18BrN9O2Pd as an isolated structure.

LUMO (spin up / spin down) = -15.128 / -15.129 eV
largest force on an atom = 0.008 Eh/bohr
ΔE to the lowest compared entry with this formula, charge and spin = 1.985 eV
gap between HOMO and LUMO (spin up / spin down) = 4.3 / 4.3 eV
electronic energy = -4154.5179 hartree

```
! RIJCOSX wB97M-V def2-TZVPD def2/J DEFGRID3
* xyz 4 1
Pd -0.91 1.03 -1.96
C -0.36 3.77 -0.42
O -0.18 2.35 -0.09
C 0.54 2.05 1.04
C 1.25 3.04 1.74
C 1.97 2.77 2.90
Br 2.87 4.13 3.79
C 2.00 1.47 3.37
C 1.31 0.44 2.68
C 0.54 0.75 1.51
O -0.15 -0.23 0.83
C 1.46 -0.86 3.19
N 2.18 -1.05 4.41
C 2.21 -2.32 4.61
C 2.82 -3.02 5.74
C 2.64 -4.36 5.78
C 1.95 -5.02 4.72
C 1.33 -4.39 3.61
C 1.49 -3.05 3.56
N 1.05 -2.04 2.71
H -0.80 4.28 0.43
H -1.04 3.79 -1.26
H 0.60 4.21 -0.70
H 1.23 4.07 1.39
H 2.55 1.22 4.26
H -1.08 -0.23 1.11
H 3.39 -2.47 6.47
H 3.04 -4.96 6.59
H 1.91 -6.11 4.75
H 0.76 -4.97 2.89
H 0.55 -2.16 1.84
N -5.66 -0.37 -0.74
N -4.72 0.24 -1.46
N -5.03 0.87 -2.57
C -3.85 1.28 -3.00
N -2.89 0.90 -2.15
N -3.47 0.22 -1.15
H -6.61 -0.17 -1.04
H -5.44 -0.55 0.23
H -3.73 1.89 -3.88
N 1.85 -0.18 -8.51
C 1.35 -0.02 -7.49
C 0.72 0.18 -6.22
C 1.50 0.33 -5.07
C 0.86 0.53 -3.87
N -0.48 0.59 -3.79
C -1.24 0.42 -4.88
C -0.67 0.22 -6.11
H 2.58 0.30 -5.11
H 1.42 0.65 -2.94
H -2.31 0.44 -4.75
H -1.30 0.09 -6.98
*
```

DFT (ωB97M-V/def2-TZVPD) results for C45H72AsIrO6SeSi3 as an isolated structure.

LUMO = 0.499 eV
largest force on an atom = 0.039 Eh/bohr
ΔE to the lowest compared entry with this formula, charge and spin = 0.241 eV
gap between HOMO and LUMO = 7.7 eV
electronic energy = -7819.5831 hartree

```
! RIJCOSX wB97M-V def2-TZVPD def2/J DEFGRID3
* xyz 0 1
Ir 1.01 -0.50 0.00
C -0.32 5.41 4.30
C -1.56 4.69 3.73
C -2.61 4.59 4.84
C -2.15 5.53 2.59
C -1.14 3.32 3.21
C -0.22 3.22 2.18
C 0.17 1.98 1.72
Se 1.33 1.88 0.19
C 0.03 2.36 -1.11
C -0.08 3.68 -1.52
C -1.05 4.03 -2.45
C -1.85 2.99 -2.93
C -1.74 1.66 -2.54
C -0.75 1.32 -1.58
O -0.58 0.09 -1.17
C -2.65 0.57 -3.13
C -3.67 1.15 -4.12
C -3.43 -0.13 -2.01
C -1.80 -0.45 -3.90
C -1.19 5.48 -2.88
C 0.12 5.97 -3.50
C -1.53 6.35 -1.66
C -2.31 5.67 -3.91
C -0.29 0.79 2.24
O 0.22 -0.37 1.83
C -1.31 0.86 3.21
C -1.67 2.12 3.68
C -2.07 -0.39 3.64
C -1.15 -1.42 4.31
C -3.20 -0.07 4.64
C -2.72 -1.02 2.40
H -0.60 6.39 4.70
H 0.43 5.56 3.53
H 0.13 4.82 5.10
H -2.87 5.60 5.18
H -2.23 4.04 5.70
H -3.52 4.11 4.48
H -2.44 6.52 2.95
H -3.03 5.04 2.17
H -1.43 5.67 1.78
H 0.19 4.11 1.71
H 0.58 4.42 -1.09
H -2.60 3.23 -3.66
H -4.34 1.87 -3.63
H -4.29 0.33 -4.50
H -3.19 1.62 -4.97
H -4.05 0.59 -1.47
H -2.76 -0.61 -1.30
H -4.09 -0.89 -2.44
H -1.28 0.03 -4.73
H -2.44 -1.24 -4.30
H -1.05 -0.91 -3.25
H 0.94 5.93 -2.78
H 0.02 7.01 -3.84
H 0.39 5.35 -4.36
H -0.75 6.28 -0.90
H -2.47 6.02 -1.20
H -1.63 7.40 -1.95
H -2.11 5.09 -4.82
H -2.38 6.72 -4.19
H -3.28 5.36 -3.51
H -2.44 2.17 4.44
H -0.58 -0.97 5.12
H -0.46 -1.84 3.58
H -1.74 -2.24 4.72
H -2.81 0.33 5.57
H -3.73 -1.00 4.87
H -3.92 0.63 4.22
H -1.97 -1.32 1.67
H -3.41 -0.31 1.93
H -3.29 -1.91 2.68
C 4.34 -3.31 -1.66
Si 3.99 -3.29 0.17
C 2.64 -4.47 0.69
C 5.57 -3.81 1.03
As 3.27 -1.12 0.86
Si 3.53 -0.98 3.20
C 3.02 0.75 3.67
C 2.38 -2.26 3.90
C 5.28 -1.27 3.81
Si 4.80 0.40 -0.12
C 4.19 0.69 -1.86
C 4.98 1.99 0.86
C 6.51 -0.37 -0.14
H 4.44 -4.35 -1.99
H 5.29 -2.81 -1.87
H 3.55 -2.83 -2.24
H 2.66 -5.37 0.07
H 1.64 -4.03 0.62
H 2.81 -4.77 1.72
H 5.73 -4.87 0.79
H 5.52 -3.73 2.11
H 6.44 -3.27 0.67
H 2.06 1.02 3.22
H 3.77 1.49 3.38
H 2.89 0.82 4.76
H 1.41 -2.14 3.43
H 2.26 -2.15 4.98
H 2.74 -3.27 3.70
H 6.02 -0.71 3.24
H 5.54 -2.33 3.78
H 5.34 -0.94 4.85
H 3.27 1.28 -1.88
H 3.98 -0.26 -2.35
H 4.94 1.23 -2.45
H 4.04 2.39 1.22
H 5.44 2.74 0.21
H 5.65 1.83 1.71
H 6.62 -1.12 -0.92
H 6.74 -0.83 0.83
H 7.26 0.41 -0.32
O 0.41 -2.39 -0.55
C 0.87 -2.24 -1.73
O 1.60 -1.24 -1.97
C 0.52 -3.23 -2.79
C -0.34 -4.27 -2.48
C -0.69 -5.22 -3.43
C -0.15 -5.07 -4.69
O -0.34 -5.85 -5.79
C 0.48 -5.30 -6.82
O 1.08 -4.11 -6.31
C 0.71 -4.02 -5.00
C 1.06 -3.08 -4.07
H -0.73 -4.33 -1.47
H -1.36 -6.04 -3.21
H -0.13 -5.06 -7.68
H 1.26 -6.01 -7.08
H 1.70 -2.24 -4.31
*
```

DFT (ωB97M-V/def2-TZVPD) results for a 8-piece molecular cluster, C53H64Br2F8N7P overall.

LUMO = -0.387 eV
largest force on an atom = 0.103 Eh/bohr
gap between HOMO and LUMO = 9.0 eV
electronic energy = -8729.1173 hartree
SMILES = CCCCCCCCCCCCP(CC[C@](F)(Br)C(F)(F)Br)C(F)(F)C(F)(F)F.c1ccncc1.c1ccncc1.c1ccncc1.c1ccncc1.c1ccncc1.c1ccncc1.c1ccncc1

```
! RIJCOSX wB97M-V def2-TZVPD def2/J DEFGRID3
* xyz 0 1
C -4.10 -10.46 -4.05
C -3.13 -10.19 -5.35
C -1.89 -9.16 -5.04
C -1.01 -9.59 -3.68
C 0.41 -8.75 -3.70
C 0.53 -7.84 -2.32
C 0.64 -6.23 -2.66
C 0.98 -5.45 -1.22
C 2.40 -4.60 -1.31
C 2.08 -3.26 -2.22
C 1.66 -1.96 -1.29
C 0.54 -1.02 -2.03
P 0.94 0.88 -1.93
C 0.45 1.59 -3.63
C -0.74 2.71 -3.62
C -0.29 4.27 -3.65
F -1.08 5.14 -2.71
Br -0.71 4.98 -5.51
C 1.30 4.58 -3.40
F 2.16 4.33 -4.61
F 1.89 4.00 -2.18
Br 1.41 6.61 -3.14
C -0.10 1.57 -0.49
F -1.39 0.79 -0.41
F -0.32 3.03 -0.50
C 0.69 1.25 0.94
F 0.85 -0.20 1.21
F 1.95 2.03 0.91
F -0.22 1.78 2.02
H -4.99 -11.16 -4.43
H -3.54 -10.99 -3.16
H -4.57 -9.46 -3.62
H -2.68 -11.19 -5.80
H -3.82 -9.68 -6.17
H -1.17 -9.12 -5.97
H -2.35 -8.08 -4.84
H -0.84 -10.77 -3.68
H -1.69 -9.35 -2.76
H 1.32 -9.53 -3.72
H 0.42 -8.03 -4.62
H 1.50 -8.12 -1.71
H -0.43 -7.97 -1.62
H 1.53 -6.02 -3.41
H -0.38 -5.82 -3.09
H 0.09 -4.70 -1.01
H 1.10 -6.26 -0.38
H 2.80 -4.29 -0.23
H 3.22 -5.26 -1.85
H 1.13 -3.49 -2.90
H 2.99 -2.94 -2.88
H 1.15 -2.35 -0.29
H 2.59 -1.31 -0.95
H 0.58 -1.30 -3.19
H -0.58 -1.25 -1.71
H 0.04 0.67 -4.27
H 1.45 1.91 -4.17
H -1.39 2.52 -4.60
H -1.51 2.56 -2.72
N -0.81 11.44 -2.55
C -1.86 11.60 -1.72
C -2.54 10.54 -1.13
C -2.11 9.25 -1.40
C -1.02 9.06 -2.25
C -0.41 10.17 -2.80
H -2.16 12.62 -1.54
H -3.37 10.73 -0.47
H -2.61 8.40 -0.95
H -0.67 8.06 -2.49
H 0.44 10.07 -3.47
N 5.31 -6.51 -2.22
C 5.72 -6.97 -1.02
C 7.04 -7.28 -0.72
C 8.00 -7.13 -1.72
C 7.61 -6.66 -2.97
C 6.27 -6.37 -3.17
H 4.94 -7.08 -0.27
H 7.31 -7.64 0.26
H 9.04 -7.36 -1.52
H 8.33 -6.53 -3.77
H 5.91 -6.00 -4.13
N -2.47 3.70 6.63
C -1.85 3.00 5.65
C -2.06 3.21 4.30
C -2.96 4.20 3.92
C -3.62 4.94 4.90
C -3.34 4.65 6.23
H -1.16 2.24 6.00
H -1.53 2.62 3.56
H -3.15 4.39 2.87
H -4.32 5.71 4.64
H -3.82 5.20 7.03
N 7.25 -8.23 2.92
C 5.96 -7.89 2.75
C 5.17 -7.33 3.75
C 5.75 -7.11 4.99
C 7.08 -7.45 5.20
C 7.79 -8.00 4.14
H 5.55 -8.09 1.77
H 4.14 -7.08 3.56
H 5.17 -6.67 5.80
H 7.56 -7.29 6.16
H 8.83 -8.29 4.25
N 1.13 7.73 8.34
C 1.04 8.63 7.34
C 0.28 8.44 6.19
C -0.42 7.25 6.06
C -0.34 6.30 7.07
C 0.44 6.58 8.18
H 1.60 9.55 7.49
H 0.25 9.21 5.42
H -1.02 7.06 5.17
H -0.87 5.36 6.99
H 0.52 5.87 9.00
N -3.84 0.45 8.77
C -3.93 1.36 7.77
C -4.68 1.16 6.62
C -5.38 -0.03 6.49
C -5.31 -0.98 7.50
C -4.53 -0.70 8.61
H -3.36 2.27 7.92
H -4.72 1.93 5.85
H -5.98 -0.22 5.60
H -5.84 -1.92 7.42
H -4.45 -1.41 9.43
N -3.32 10.59 -6.86
C -2.93 10.53 -5.57
C -3.69 9.97 -4.55
C -4.94 9.45 -4.88
C -5.37 9.50 -6.20
C -4.53 10.07 -7.15
H -1.95 10.95 -5.36
H -3.32 9.94 -3.53
H -5.57 9.00 -4.12
H -6.34 9.10 -6.49
H -4.82 10.13 -8.19
*
```